The following is a DFT calculation (wB97M-V/def2-TZVPD) of a structure of composition C26H21CaF6N8O6S5 in a non-equilibrium geometry.

Structure (XYZ):
```
73
Properties=species:S:1:pos:R:3:lowdin_charge:R:1
Ca 0.43 0.47 0.20 1.29
C 6.37 5.87 0.10 -0.09
O 6.09 4.64 0.74 -0.09
C 6.41 3.50 0.08 -0.28
C 6.17 2.31 0.76 0.01
C 6.46 1.10 0.16 -0.02
C 7.01 1.05 -1.13 -0.29
C 7.28 2.24 -1.77 -0.05
C 6.96 3.47 -1.19 -0.02
N 7.46 -0.17 -1.78 0.06
N 6.78 -1.23 -1.74 0.06
C 5.41 -1.23 -1.30 -0.27
C 5.05 -2.26 -0.47 -0.04
C 3.80 -2.31 0.16 -0.02
C 2.83 -1.33 -0.06 -0.40
O 1.68 -1.32 0.50 -0.23
C 3.16 -0.33 -1.09 -0.13
N 2.14 0.50 -1.46 0.03
C 2.34 1.38 -2.41 -0.11
C 3.57 1.48 -3.10 -0.03
C 4.59 0.65 -2.75 -0.01
C 4.42 -0.29 -1.70 -0.11
H 6.12 6.66 0.80 0.09
H 5.77 5.99 -0.81 0.10
H 7.43 5.94 -0.16 0.09
H 5.74 2.35 1.75 0.12
H 6.25 0.18 0.70 0.12
H 7.73 2.20 -2.76 0.11
H 7.15 4.38 -1.74 0.10
H 5.80 -3.01 -0.26 0.11
H 3.58 -3.08 0.88 0.10
H 1.50 2.02 -2.66 0.11
H 3.68 2.21 -3.89 0.11
H 5.52 0.68 -3.29 0.11
F 1.47 -0.04 5.36 0.15
C 2.07 0.13 4.19 -0.71
F 2.35 -1.05 3.66 0.16
F 3.20 0.81 4.36 0.15
S 1.01 1.13 3.09 0.64
O 1.75 1.15 1.81 -0.43
O 0.81 2.38 3.74 -0.24
N -0.24 0.13 3.04 -0.28
S -1.47 0.48 2.09 0.57
O -1.62 1.89 1.85 -0.25
O -1.48 -0.39 0.91 -0.44
C -2.88 -0.11 3.09 -0.70
F -2.91 0.55 4.23 0.16
F -3.99 0.13 2.40 0.17
F -2.77 -1.41 3.32 0.16
S -2.02 1.51 -1.76 0.50
C -1.11 2.79 -1.13 -1.19
N 0.06 2.69 -0.49 -0.15
C 0.61 3.93 -0.19 -0.31
C 1.85 4.14 0.43 -0.02
C 2.29 5.44 0.64 -0.09
C 1.52 6.53 0.25 -0.11
C 0.29 6.34 -0.37 -0.11
C -0.15 5.04 -0.58 -0.49
S -1.60 4.47 -1.35 0.99
H 2.45 3.29 0.74 0.10
H 3.24 5.60 1.13 0.09
H 1.89 7.54 0.42 0.09
H -0.31 7.18 -0.69 0.10
N -0.58 -1.44 -1.77 0.00
N 0.07 -2.68 -1.53 -0.08
C -0.48 -3.62 -0.74 -0.94
N 0.47 -4.40 -0.13 0.08
S -2.12 -3.87 -0.55 0.56
H -1.43 -1.44 -1.21 0.00
H -0.89 -1.41 -2.74 0.08
H 1.06 -2.52 -1.38 0.10
H 1.34 -3.94 0.11 0.07
H 0.10 -5.03 0.55 0.08
```

For the electronic energy, the calculation gives -5160.83329 Ha. The molar mass comes out at 855.90 g/mol. As for the gap between HOMO and LUMO: 6.91 eV. As for the net charge: -1. As for the HOMO energy: -4.8652 eV.